This record from the Open Molecules 2025 dataset describes 5 unconnected molecules or ions with the total composition C31H58N4O4. The level of theory is ωB97M-V with the def2-TZVPD basis set.

XYZ file:
```
97
Properties=species:S:1:pos:R:3:mulliken_charge:R:1
C -0.86 -5.46 3.54 -0.801
O 0.20 -4.67 3.03 -0.255
C 0.77 -5.21 1.85 -0.904
C 0.01 -4.84 0.57 0.518
C 0.92 -4.29 -0.56 -0.888
C 0.57 -2.85 -0.98 -0.762
C 1.60 -1.81 -0.51 0.229
C 1.54 -0.50 -1.30 -0.422
C 2.44 0.57 -0.71 -0.516
C 2.44 1.89 -1.50 -0.972
C 1.07 2.54 -1.65 0.883
C 0.72 3.53 -0.52 -0.770
C -0.78 3.77 -0.32 -0.885
C -1.52 4.48 -1.46 -0.221
C -1.78 3.67 -2.72 -0.730
O -2.28 2.37 -2.34 -0.277
C -2.41 1.46 -3.33 0.673
O -3.42 0.85 -3.54 -0.576
O -1.28 1.28 -4.06 -0.540
H -0.52 -6.48 3.73 0.335
H -1.18 -5.00 4.47 0.231
H -1.70 -5.50 2.85 0.330
H 0.85 -6.30 1.93 0.506
H 1.79 -4.81 1.80 0.388
H -0.77 -4.12 0.82 0.446
H -0.49 -5.74 0.21 -0.871
H 1.96 -4.34 -0.25 0.467
H 0.82 -4.93 -1.44 0.436
H 0.52 -2.79 -2.07 0.493
H -0.41 -2.56 -0.61 0.421
H 1.40 -1.58 0.54 -0.835
H 2.61 -2.24 -0.57 0.487
H 0.49 -0.19 -1.30 0.179
H 1.84 -0.73 -2.33 0.221
H 2.19 0.78 0.33 0.066
H 3.46 0.18 -0.74 0.441
H 3.12 2.59 -1.00 -0.042
H 2.86 1.71 -2.49 0.503
H 0.26 1.80 -1.69 -0.640
H 1.04 3.08 -2.60 0.411
H 1.12 3.13 0.41 0.463
H 1.22 4.49 -0.74 0.316
H -0.88 4.41 0.56 0.382
H -1.25 2.82 -0.07 0.354
H -2.49 4.78 -1.07 -0.097
H -1.00 5.41 -1.72 0.354
H -2.54 4.17 -3.32 0.522
H -0.89 3.57 -3.34 0.377
H -0.50 1.38 -3.50 0.403
C 5.81 2.89 1.36 -0.995
C 6.89 3.65 0.60 -0.424
C 6.39 4.19 -0.74 -0.418
C 6.04 3.10 -1.66 0.276
N 5.74 2.26 -2.38 -0.465
H 5.49 2.00 0.81 0.220
H 6.18 2.56 2.33 0.363
H 4.93 3.51 1.53 0.285
H 7.76 3.01 0.44 0.299
H 7.23 4.50 1.20 0.309
H 7.15 4.81 -1.22 0.324
H 5.51 4.82 -0.60 0.282
C -5.98 9.07 -0.75 -1.121
C -6.21 7.56 -0.87 -0.393
C -5.56 6.77 0.27 -0.413
C -4.11 6.87 0.26 0.290
N -2.96 6.93 0.23 -0.470
H -4.91 9.31 -0.81 0.335
H -6.49 9.60 -1.55 0.326
H -6.36 9.44 0.20 0.302
H -5.82 7.21 -1.83 0.289
H -7.28 7.36 -0.86 0.305
H -5.83 5.71 0.19 0.283
H -5.93 7.12 1.23 0.313
C 1.14 -0.46 5.63 -1.275
C 0.47 -1.49 4.73 -0.575
C 1.05 -1.50 3.31 0.267
C 0.79 -0.25 2.61 0.442
N 0.57 0.73 2.05 -0.559
H 0.97 0.56 5.27 0.327
H 0.74 -0.51 6.65 0.387
H 2.22 -0.62 5.69 0.314
H -0.60 -1.30 4.69 0.368
H 0.60 -2.49 5.16 0.294
H 0.60 -2.32 2.74 -0.338
H 2.12 -1.68 3.34 0.372
C -3.14 -10.10 -1.90 -1.152
C -2.89 -8.63 -2.23 -0.475
C -1.59 -8.09 -1.63 -0.259
C -1.62 -8.10 -0.16 0.274
N -1.66 -8.09 0.98 -0.471
H -3.25 -10.25 -0.83 0.346
H -4.05 -10.45 -2.39 0.342
H -2.31 -10.72 -2.25 0.296
H -3.73 -8.03 -1.87 0.308
H -2.84 -8.50 -3.31 0.333
H -1.41 -7.07 -1.96 0.166
H -0.74 -8.69 -1.96 0.336
```

Calculated values
M ... 550.83 g/mol
Total charge ... 0
Lowest unoccupied orbital energy ... 0.8 eV
E_tot ... -47237.3706 eV
HOMO ... -9.65 eV

***

This record from the Open Molecules 2025 dataset describes 3 unconnected molecules or ions with the total composition C31H60Cl2FI2O7P2S in a non-equilibrium geometry. The level of theory is ωB97M-V with the def2-TZVPD basis set.

XYZ file:
```
106
Properties=species:S:1:pos:R:3:mulliken_charge:R:1
C -4.37 -4.31 4.29 -0.603
O -5.28 -3.30 3.88 -0.432
C -4.85 -2.63 2.71 -0.402
C -5.80 -1.47 2.43 -0.882
C -5.93 -1.17 0.92 -0.761
C -4.81 -0.23 0.42 -0.604
C -4.33 -0.59 -0.99 -1.173
C -3.10 -1.52 -0.96 -1.114
C -1.77 -0.76 -0.80 -1.407
C -0.79 -0.59 -1.99 1.787
S -1.81 -0.41 -3.54 -0.472
O -0.21 0.68 -1.74 -0.677
P 1.49 0.86 -1.58 2.323
C 1.49 2.71 -1.16 -2.082
C 2.31 3.72 -1.96 0.627
C 3.63 4.13 -1.29 -1.430
O 1.50 4.93 -2.03 -0.612
C 3.38 0.69 -1.31 -1.307
C 3.96 0.65 0.09 0.156
C 5.44 0.25 0.05 -1.703
F 3.90 1.88 0.75 -0.351
P 0.90 0.65 0.68 0.715
O -0.37 1.40 1.03 -0.883
C 1.71 1.11 -3.52 -0.822
I 3.34 0.10 -4.51 -0.121
C 0.98 1.84 -4.37 0.397
C 1.19 1.95 -5.87 -1.644
I -0.66 3.07 -3.83 0.036
O 1.56 -0.92 -1.89 -0.180
C 0.40 -1.61 -2.18 0.829
C 0.51 -2.05 -3.67 -2.633
C 0.39 -2.98 -1.42 -0.876
Cl -1.15 -3.85 -1.68 -0.210
C 0.76 -3.06 0.07 0.572
C 0.59 -4.49 0.63 -1.636
Cl 2.46 -2.60 0.31 -0.208
H -4.94 -5.19 4.58 0.220
H -3.67 -4.56 3.49 0.270
H -3.79 -3.94 5.14 0.245
H -3.84 -2.24 2.86 0.345
H -4.83 -3.32 1.86 0.361
H -5.39 -0.57 2.89 0.355
H -6.77 -1.69 2.88 0.366
H -6.90 -0.74 0.70 0.376
H -5.85 -2.12 0.38 0.421
H -3.96 -0.35 1.09 0.350
H -5.15 0.80 0.43 0.419
H -4.10 0.31 -1.56 0.302
H -5.11 -1.11 -1.54 0.530
H -3.13 -2.21 -1.80 0.508
H -3.22 -2.14 -0.07 0.352
H -2.02 0.26 -0.51 0.996
H -1.23 -1.16 0.06 -0.290
H -2.45 0.70 -3.17 0.028
H 1.85 2.79 -0.13 0.847
H 0.47 3.07 -1.10 0.720
H 2.56 3.46 -2.99 -0.016
H 4.41 3.43 -1.59 0.281
H 3.92 5.10 -1.70 0.437
H 3.54 4.19 -0.21 0.191
H 2.02 5.57 -2.52 0.409
H 3.93 1.44 -1.88 0.737
H 3.68 -0.27 -1.71 0.577
H 3.48 -0.09 0.72 0.184
H 6.03 1.00 -0.47 0.358
H 5.80 0.13 1.07 0.452
H 5.54 -0.72 -0.43 0.369
H 1.88 1.14 1.58 0.191
H 0.72 -0.70 1.07 -0.107
H 1.14 0.97 -6.34 0.350
H 2.16 2.41 -6.06 0.414
H 0.43 2.58 -6.33 0.469
H 1.49 -2.51 -3.78 0.518
H -0.27 -2.75 -3.97 0.548
H 0.48 -1.20 -4.34 0.564
H 1.15 -3.57 -1.93 0.859
H 0.10 -2.42 0.65 0.075
H 0.84 -5.24 -0.11 0.329
H -0.43 -4.63 0.98 0.379
H 1.23 -4.58 1.50 0.454
C -4.00 -6.08 9.44 -0.531
C -3.52 -4.63 9.44 -0.534
C -2.31 -4.70 8.51 -0.392
O -2.59 -5.74 7.57 -0.396
C -3.73 -6.49 8.00 -0.363
H -5.04 -6.20 9.72 0.331
H -3.39 -6.68 10.12 0.253
H -4.29 -3.98 9.00 0.263
H -3.27 -4.25 10.42 0.336
H -1.40 -4.97 9.07 0.277
H -2.13 -3.77 7.97 0.271
H -4.58 -6.24 7.35 0.199
H -3.51 -7.56 7.89 0.299
C 5.59 8.47 -4.00 -0.551
C 5.83 7.50 -5.16 -0.533
C 4.77 6.43 -4.89 -0.366
O 3.68 7.09 -4.25 -0.354
C 4.07 8.41 -3.87 -0.423
H 5.96 9.47 -4.19 0.345
H 6.06 8.09 -3.10 0.273
H 5.62 8.00 -6.11 0.264
H 6.84 7.09 -5.19 0.328
H 5.15 5.66 -4.21 0.215
H 4.42 5.95 -5.80 0.285
H 3.58 9.13 -4.53 0.278
H 3.73 8.60 -2.85 0.266
```

Calculated values
M ... 982.54 g/mol
Total charge ... -1
Lowest unoccupied orbital energy ... 2.2 eV
E_tot ... -120828.3297 eV
HOMO ... -4.73 eV

***

This record from the Open Molecules 2025 dataset describes 6 unconnected molecules or ions with the total composition C31H60ClNO7S in a non-equilibrium geometry. The level of theory is ωB97M-V with the def2-TZVPD basis set.

XYZ file:
```
101
Properties=species:S:1:pos:R:3:mulliken_charge:R:1
O -1.23 -3.04 -1.72 -0.511
C -1.30 -1.84 -1.79 0.060
N -0.19 -0.87 -1.80 -0.054
C -0.57 0.46 -2.34 -0.024
O 0.23 1.27 -2.75 -0.543
C -2.12 0.46 -2.25 0.062
C -3.10 1.52 -2.41 -0.084
S -2.49 3.20 -2.76 -0.253
C -4.53 1.20 -2.29 0.028
C -4.98 -0.15 -1.98 0.842
C -6.46 -0.59 -1.78 -0.531
C -7.51 0.31 -2.53 -0.916
C -7.84 1.55 -1.61 0.041
Cl -9.08 1.08 -0.35 -0.213
C -3.96 -1.21 -1.81 -0.689
C -2.55 -0.93 -1.93 -0.107
H -0.03 -0.63 -0.81 0.300
H -2.12 3.65 -1.50 0.183
H -5.27 2.02 -2.45 0.377
H -6.70 -0.58 -0.68 0.236
H -6.51 -1.67 -2.10 0.433
H -7.24 0.57 -3.58 0.388
H -8.45 -0.30 -2.60 0.411
H -6.96 1.93 -1.05 -0.204
H -8.32 2.33 -2.25 0.352
H -4.28 -2.26 -1.58 0.372
C 1.83 -5.32 2.93 -1.058
C 2.32 -3.91 2.63 -0.185
O 3.16 -3.83 1.49 -0.448
C 2.60 -4.26 0.26 -0.660
C 1.38 -3.45 -0.16 -0.939
H 2.68 -5.99 3.08 0.243
H 1.22 -5.33 3.83 0.383
H 1.23 -5.73 2.11 0.358
H 2.90 -3.55 3.48 0.226
H 1.47 -3.22 2.52 0.255
H 2.39 -5.33 0.29 0.361
H 3.38 -4.12 -0.50 0.331
H 0.56 -3.55 0.56 0.461
H 1.01 -3.79 -1.13 0.451
H 1.62 -2.39 -0.23 0.230
C 6.39 -7.77 6.68 -1.013
C 5.02 -7.82 7.34 -0.316
O 4.69 -6.64 8.06 -0.423
C 4.65 -5.44 7.31 -0.577
C 3.63 -5.47 6.18 -0.664
H 7.17 -7.58 7.42 0.292
H 6.60 -8.71 6.17 0.379
H 6.45 -6.97 5.93 0.258
H 5.01 -8.63 8.07 0.327
H 4.24 -8.05 6.61 0.288
H 5.64 -5.19 6.93 0.329
H 4.38 -4.65 8.01 0.353
H 3.85 -6.24 5.44 0.206
H 3.61 -4.50 5.66 0.261
H 2.63 -5.67 6.58 0.297
C 6.94 -0.30 -1.69 -1.044
C 6.49 -0.90 -3.01 -0.293
O 5.56 -1.96 -2.87 -0.459
C 4.34 -1.64 -2.22 -0.173
C 3.53 -0.58 -2.93 -0.622
H 7.38 -1.07 -1.05 0.280
H 7.68 0.48 -1.87 0.387
H 6.11 0.15 -1.15 0.273
H 7.36 -1.33 -3.52 0.350
H 6.09 -0.14 -3.68 0.286
H 4.52 -1.37 -1.18 0.311
H 3.74 -2.55 -2.20 0.089
H 4.06 0.37 -2.98 0.328
H 2.58 -0.41 -2.41 -0.013
H 3.30 -0.88 -3.96 0.309
C -6.86 3.35 2.40 -0.986
C -5.50 2.79 2.01 -0.449
O -4.99 3.32 0.79 -0.260
C -4.79 4.73 0.75 -0.380
C -3.80 5.23 1.79 -1.121
H -7.59 3.16 1.61 0.205
H -7.21 2.87 3.32 0.393
H -6.82 4.42 2.57 0.287
H -5.59 1.71 1.86 0.338
H -4.77 2.93 2.81 0.367
H -5.75 5.25 0.84 0.334
H -4.40 4.95 -0.24 0.331
H -4.15 5.03 2.81 0.278
H -3.66 6.31 1.69 0.403
H -2.84 4.73 1.67 0.292
C 1.90 8.44 -4.36 -1.023
C 1.38 7.56 -3.24 -0.301
O -0.04 7.51 -3.17 -0.442
C -0.70 7.00 -4.32 -0.383
C -0.31 5.58 -4.68 -0.970
H 1.52 9.46 -4.25 0.282
H 2.99 8.47 -4.33 0.384
H 1.60 8.08 -5.34 0.266
H 1.71 7.97 -2.28 0.333
H 1.79 6.55 -3.31 0.283
H -0.55 7.68 -5.17 0.297
H -1.77 7.03 -4.10 0.333
H 0.75 5.50 -4.92 0.292
H -0.88 5.23 -5.54 0.410
H -0.51 4.91 -3.84 0.235
```

Calculated values
M ... 626.34 g/mol
Total charge ... 0
Lowest unoccupied orbital energy ... -0.8 eV
E_tot ... -72296.8814 eV
HOMO ... -9.40 eV

***

This record from the Open Molecules 2025 dataset describes 13 unconnected molecules or ions with the total composition C31H61BFIN4O17S in a non-equilibrium geometry. The level of theory is ωB97M-V with the def2-TZVPD basis set.

XYZ file:
```
117
Properties=species:S:1:pos:R:3:mulliken_charge:R:1
C -4.57 -4.64 -1.67 -0.970
C -3.50 -3.79 -1.61 -0.092
C -2.74 -3.26 -2.82 -1.405
C -2.01 -1.97 -2.51 0.956
C -2.76 -0.86 -2.14 0.052
N -4.15 -1.00 -2.08 -0.339
C -2.14 0.32 -1.81 1.267
C -0.76 0.42 -1.85 0.268
C 0.01 -0.67 -2.22 0.151
C 1.54 -0.51 -2.22 -2.094
C 2.04 -0.44 -0.76 0.185
C 2.08 -1.83 -0.07 -0.220
C 3.17 -1.86 1.02 -1.484
N 3.34 -0.57 1.69 0.775
C 4.67 -0.47 2.32 -0.781
C 2.34 -0.38 2.72 0.188
C 2.18 -1.37 3.88 -1.392
O 1.62 0.59 2.70 -0.521
C -0.64 -1.86 -2.54 -0.108
C 0.13 -3.12 -2.92 -1.239
C -0.04 -4.15 -1.78 -0.076
O -0.14 -3.85 -0.64 -0.394
I -0.07 -6.28 -2.27 0.037
C -0.19 1.78 -1.46 -0.322
O 0.71 2.32 -2.07 -0.582
C -0.89 2.42 -0.26 0.689
C -2.27 2.29 -0.25 1.118
C -3.01 2.83 0.76 0.215
B -4.61 2.66 0.80 0.926
N -5.49 3.84 0.80 -0.628
O -5.12 1.39 0.80 -0.774
C -2.34 3.51 1.78 -0.960
C -3.19 4.07 2.90 -1.852
C -3.55 2.92 3.85 0.117
N -2.71 2.12 4.36 -0.714
C -0.97 3.63 1.75 1.474
S -0.18 4.55 3.09 -0.159
C -0.20 3.07 0.73 0.251
C 1.31 3.22 0.82 -0.571
F 2.00 2.20 0.22 -0.044
C 1.88 4.58 0.33 -0.368
C 0.99 5.33 -0.66 -1.387
C -2.90 1.53 -1.38 -1.420
O -3.94 1.88 -1.92 -0.594
H -5.56 -4.31 -1.33 0.225
H -4.52 -5.69 -1.98 0.275
H -3.15 -3.46 -0.63 0.420
H -3.45 -3.11 -3.63 0.593
H -2.06 -4.06 -3.17 0.460
H -4.51 -1.48 -2.89 0.068
H -4.62 -0.11 -2.01 0.415
H 1.73 0.41 -2.77 0.591
H 2.03 -1.31 -2.77 0.751
H 1.32 0.14 -0.20 -0.275
H 3.03 0.02 -0.76 0.630
H 1.12 -1.95 0.44 0.371
H 2.15 -2.64 -0.80 0.242
H 4.11 -2.16 0.54 0.516
H 2.87 -2.62 1.75 0.226
H 4.96 0.57 2.50 0.251
H 5.44 -0.90 1.67 0.169
H 4.73 -1.02 3.27 0.336
H 2.15 -0.82 4.83 0.388
H 1.25 -1.93 3.80 0.294
H 3.01 -2.08 3.90 0.418
H 1.20 -2.95 -3.02 0.252
H -0.23 -3.51 -3.87 0.760
H -6.24 3.69 0.13 0.247
H -5.95 3.87 1.71 0.228
H -4.42 0.81 0.47 0.397
H -4.07 4.59 2.53 0.315
H -2.64 4.79 3.51 0.518
H -4.61 2.74 4.07 0.396
H -1.77 2.37 4.05 0.296
H -0.71 5.78 2.93 0.179
H 1.55 3.17 1.88 0.604
H 2.85 4.35 -0.11 0.104
H 2.09 5.18 1.21 0.445
H -0.01 5.55 -0.28 0.261
H 1.48 6.29 -0.86 0.432
H 0.97 4.79 -1.61 0.337
O 3.46 -5.62 -2.71 -0.625
H 2.54 -5.73 -2.45 0.194
H 3.41 -5.28 -3.61 0.326
O 1.17 7.46 1.72 -0.604
H 1.52 7.99 2.44 0.274
H 0.70 6.74 2.15 0.185
O -4.56 -0.05 5.47 -0.665
H -3.84 0.56 5.25 0.356
H -4.51 -0.71 4.76 0.336
O 4.97 4.62 -1.64 -0.611
H 4.80 3.70 -1.44 0.303
H 5.03 4.64 -2.60 0.294
O 7.15 -0.38 0.41 -0.731
H 7.78 0.31 0.16 0.292
H 7.20 -1.01 -0.32 0.344
O -3.18 -1.75 3.70 -0.616
H -2.63 -1.70 2.91 0.270
H -2.55 -1.81 4.43 0.321
O 9.63 -1.73 0.69 -0.636
H 8.77 -1.33 0.88 0.401
H 9.63 -2.56 1.16 0.311
O 5.92 2.14 -2.45 -0.580
H 6.47 2.15 -3.23 0.241
H 6.55 2.06 -1.72 0.354
O 8.43 2.70 -0.77 -0.607
H 9.28 2.46 -1.16 0.312
H 8.60 3.55 -0.35 0.291
O -4.85 -7.93 -2.26 -0.611
H -5.30 -8.64 -1.80 0.291
H -4.82 -8.22 -3.18 0.293
O -7.41 -9.35 -0.94 -0.610
H -8.21 -8.90 -0.67 0.305
H -7.48 -10.22 -0.54 0.311
O -6.44 -0.82 -3.88 -0.613
H -7.39 -0.76 -3.78 0.289
H -6.24 -0.20 -4.60 0.298
```

Calculated values
M ... 950.62 g/mol
Total charge ... 0
Lowest unoccupied orbital energy ... -0.5 eV
Relative energy (zero: lowest compared OMol25 entry of this formula, charge and spin) ... 1.1105 eV
E_tot ... -96233.1643 eV
HOMO ... -7.32 eV